Below is 6 unconnected molecules or ions with the total composition C32H73N3O8 in a non-equilibrium geometry, with properties calculated with the ωB97M-V functional and the def2-TZVPD basis.

LUMO: 0.5 eV
Charge: 0
Energy above the lowest of the compared OMol25 structures with the same formula, charge and spin: 128.3 kJ/mol
M: 627.9 g mol⁻¹
E_tot: -55212.0088 eV

```
116
Properties=species:S:1:pos:R:3:lowdin_charge:R:1
C 0.85 -0.91 -4.79 -0.121
C -0.27 6.11 1.83 -0.133
C -2.67 -0.76 -2.45 -0.035
C 0.96 5.33 2.41 -0.511
H 1.42 -2.75 -5.92 0.126
H -3.88 -0.80 2.98 0.088
H -5.48 -2.45 1.51 0.094
H -1.46 -1.70 0.09 0.096
C 0.91 5.40 3.92 -0.039
H 2.29 -2.95 -1.72 0.064
H 3.66 -1.22 -3.00 0.069
H -0.57 -4.05 -5.23 0.125
H -1.31 -2.72 -4.52 0.104
C -0.55 1.07 4.39 -0.186
H 3.45 -0.35 2.76 0.118
H 1.39 -0.07 -5.20 0.117
C -1.43 -0.66 -0.30 -0.039
H -3.15 -1.98 1.95 0.067
H -3.61 -0.75 -2.86 0.056
C -2.68 -0.27 -1.03 -0.488
C -0.90 -0.36 4.90 -0.201
C 2.56 -1.05 2.51 -0.143
H -0.33 1.06 3.32 0.080
H 2.25 -4.04 -4.43 0.036
C 1.69 -0.05 -2.53 -0.041
H 3.32 -2.66 -4.02 0.079
N -3.95 -0.93 -0.43 -0.053
H -6.33 -0.97 1.83 0.083
H 2.47 0.57 -2.92 0.077
H 3.68 -6.09 -1.28 0.124
H -4.20 -2.66 -1.28 0.117
H -0.53 -0.68 -0.97 0.075
H -1.35 1.70 4.68 0.110
H -1.45 6.18 -0.06 0.120
H 3.13 5.68 2.42 0.093
C 3.47 -5.03 0.55 -0.279
H 0.32 1.74 -0.37 0.073
C -0.52 4.21 0.16 -0.138
H 0.78 0.57 -2.45 0.083
H -3.72 1.48 -1.63 0.114
O -3.68 -2.36 -0.51 -0.066
C 2.05 4.00 -0.17 -0.015
H 1.61 4.78 4.40 0.060
C -3.52 1.68 0.45 -0.150
H -2.76 1.70 1.23 0.089
C 0.76 3.58 0.66 -0.453
H 0.02 1.60 1.44 0.086
C -4.77 0.87 1.00 -0.095
H -1.44 -3.61 -2.19 0.068
H -2.17 1.88 -1.21 0.099
H -0.19 7.16 1.98 0.110
C 0.49 -2.18 -5.60 -0.161
H -5.71 1.18 0.51 0.123
O 0.75 1.47 4.97 -0.101
C -5.66 -1.43 1.12 -0.055
C 0.73 2.02 0.62 -0.031
C 0.40 -3.48 -3.37 -0.543
C -3.43 -0.99 2.01 -0.040
H -0.07 -1.91 -6.50 0.110
H 2.39 -5.20 0.66 0.116
H 5.67 -5.05 -0.21 0.070
H -1.35 3.77 0.74 0.116
H 2.98 4.03 0.39 0.083
H -1.20 0.03 0.53 0.048
H -0.68 4.04 -0.91 0.118
O 5.49 -5.98 -0.09 -0.069
C -0.64 -4.28 -2.55 -0.009
H 1.98 4.96 -0.65 0.050
O 3.64 -3.82 -0.17 -0.097
H 1.09 -5.35 -4.17 0.113
H -1.05 -5.01 -3.24 0.077
H -4.90 1.15 2.06 0.117
H 2.03 -4.61 -2.75 0.086
H -6.24 -1.56 0.21 0.089
H -1.94 -0.60 6.63 0.108
H -3.88 2.65 0.21 0.089
C 4.09 -6.16 -0.23 -0.256
H 0.00 -0.93 4.79 0.102
O 2.52 -1.42 1.15 -0.156
H 1.57 -1.52 0.86 0.097
C -0.31 -3.10 -4.72 -0.150
H -0.10 -0.44 -4.55 0.103
C 1.58 -1.25 -3.48 -0.481
N 0.80 3.91 2.12 -0.088
H 3.83 -7.17 0.28 0.150
C 2.22 6.06 1.94 -0.045
H 2.22 7.15 2.10 0.090
H -2.16 0.02 -3.06 0.096
H 1.42 2.74 3.48 0.057
N 0.76 -2.27 -2.75 -0.073
C 3.05 -1.62 -3.76 -0.022
H 1.69 1.60 0.71 0.059
O 1.86 3.23 2.77 -0.033
C -0.53 5.73 0.39 -0.181
H 3.94 -5.00 1.58 0.140
C -2.97 1.23 -0.90 -0.129
H 1.14 6.45 4.18 0.097
H 3.20 -3.14 0.41 0.072
H 3.37 -1.06 -4.64 0.089
H 2.42 6.07 0.88 0.047
H -2.09 -1.73 -2.56 0.080
H -1.08 5.70 2.43 0.109
H 0.37 6.16 -0.16 0.116
O 1.43 -2.53 -1.53 -0.060
H -0.09 5.19 4.33 0.091
H 2.02 -0.46 -1.56 0.083
H 1.65 -0.54 2.84 0.059
H 2.72 -1.99 3.06 0.077
H -1.79 -0.77 4.40 0.107
H -0.22 -4.77 -1.67 0.081
H -2.59 -0.32 2.03 0.055
H 0.77 1.56 5.95 0.109
H 2.22 3.30 -0.98 0.068
O -1.09 -0.17 6.33 -0.096
C -4.44 -0.62 0.96 -0.550
C 1.55 -4.41 -3.74 -0.029
```